Entry 1:
{"formula": "C39H30Br2Cl43N3O7P2", "method": "the ωB97M-V functional and the def2-TZVPD basis", "species": ["C", "C", "Br", "C", "Br", "C", "C", "C", "C", "C", "C", "N", "C", "C", "C", "C", "O", "C", "C", "C", "P", "N", "O", "C", "O", "C", "C", "P", "O", "O", "C", "C", "N", "C", "O", "C", "Cl", "C", "C", "O", "H", "H", "H", "H", "H", "H", "H", "H", "H", "H", "H", "H", "H", "H", "H", "H", "C", "Cl", "Cl", "Cl", "H", "C", "Cl", "Cl", "Cl", "H", "C", "Cl", "Cl", "Cl", "H", "C", "Cl", "Cl", "Cl", "H", "C", "Cl", "Cl", "Cl", "H", "C", "Cl", "Cl", "Cl", "H", "C", "Cl", "Cl", "Cl", "H", "C", "Cl", "Cl", "Cl", "H", "C", "Cl", "Cl", "Cl", "H", "C", "Cl", "Cl", "Cl", "H", "C", "Cl", "Cl", "Cl", "H", "C", "Cl", "Cl", "Cl", "H", "C", "Cl", "Cl", "Cl", "H", "C", "Cl", "Cl", "Cl", "H"], "coordinates": [[-2.327, 0.010, -4.832], [-1.527, -1.384, -4.792], [-1.787, -2.574, -6.392], [-0.668, -1.758, -3.690], [0.231, -3.519, -3.837], [-0.403, -0.819, -2.432], [0.569, 0.422, -2.676], [1.218, 0.589, -4.119], [2.241, -0.534, -4.578], [2.874, -0.375, -6.018], [2.420, 0.870, -6.848], [1.516, 1.918, -6.449], [0.949, 1.746, -5.137], [0.875, 1.442, -1.529], [1.821, 2.696, -1.833], [3.272, 2.345, -1.191], [3.704, 1.157, -1.164], [0.213, 1.144, -0.128], [-0.723, -0.118, 0.127], [-1.073, -1.132, -1.053], [-2.225, -2.573, -0.640], [-3.860, -1.877, -0.367], [-2.451, -3.653, -1.955], [-1.260, -0.278, 1.628], [-2.395, -0.725, 1.962], [-0.207, 0.162, 2.784], [-0.013, -0.599, 4.135], [-0.984, -2.169, 4.559], [-1.106, -3.200, 3.161], [0.095, -3.049, 5.608], [1.028, -0.064, 5.190], [1.930, 1.225, 4.951], [2.891, 1.715, 6.000], [2.235, 1.929, 7.122], [1.394, 2.177, 8.007], [1.740, 1.976, 3.591], [2.765, 3.485, 3.316], [0.710, 1.437, 2.540], [0.503, 2.155, 1.103], [0.602, 3.414, 0.956], [-3.421, -0.137, -5.194], [-1.863, 0.759, -5.591], [-2.318, 0.546, -3.804], [2.452, -1.399, -3.863], [3.588, -1.198, -6.357], [2.883, 0.959, -7.923], [0.187, 2.566, -4.791], [2.005, 2.892, -2.952], [1.452, 3.680, -1.374], [3.873, 3.225, -0.766], [-4.136, -2.309, 0.546], [-3.777, -0.869, -0.156], [-3.029, -3.215, -2.628], [-0.436, -3.932, 3.256], [0.971, -3.128, 5.141], [1.177, -0.611, 6.193], [-5.291, -5.473, 0.636], [-3.752, -5.007, -0.103], [-5.268, -7.183, 1.091], [-5.635, -4.459, 2.046], [-6.083, -5.323, -0.096], [5.157, 6.010, 5.605], [4.543, 7.657, 5.810], [3.930, 4.827, 6.073], [5.679, 5.740, 3.931], [6.016, 5.885, 6.254], [7.328, 3.395, 8.163], [7.361, 5.131, 7.824], [5.894, 2.648, 7.440], [8.803, 2.618, 7.569], [7.279, 3.257, 9.243], [-0.116, 5.543, -4.001], [-1.572, 6.516, -4.254], [0.839, 6.186, -2.655], [-0.546, 3.849, -3.706], [0.490, 5.590, -4.906], [7.627, 8.771, 9.540], [8.830, 7.471, 9.505], [6.293, 8.427, 8.423], [7.016, 9.005, 11.184], [8.110, 9.693, 9.219], [-5.373, 6.703, -4.928], [-4.405, 7.706, -3.835], [-5.441, 7.428, -6.540], [-4.719, 5.061, -5.011], [-6.387, 6.648, -4.534], [1.824, -3.541, 0.869], [0.276, -3.682, 0.020], [2.129, -1.861, 1.331], [1.852, -4.593, 2.295], [2.617, -3.860, 0.193], [3.269, 7.681, 1.491], [3.552, 8.889, 2.751], [3.254, 6.049, 2.180], [1.751, 8.011, 0.643], [4.084, 7.740, 0.770], [1.092, 9.479, -6.041], [-0.444, 9.315, -6.903], [1.370, 11.165, -5.579], [1.119, 8.431, -4.614], [1.895, 9.170, -6.708], [-3.372, -8.704, 4.720], [-5.023, -9.258, 4.402], [-2.199, -9.740, 3.892], [-3.174, -7.018, 4.220], [-3.189, -8.768, 5.791], [2.080, 3.287, -10.558], [0.550, 3.125, -11.433], [2.370, 4.977, -10.121], [2.083, 2.262, -9.114], [2.886, 2.959, -11.214], [0.494, -7.806, -1.222], [1.821, -6.746, -0.722], [-1.066, -7.138, -0.718], [0.525, -8.055, -2.974], [0.626, -8.771, -0.736], [-8.360, -11.414, 3.072], [-8.591, -11.302, 4.824], [-9.918, -11.575, 2.249], [-7.481, -10.002, 2.470], [-7.768, -12.302, 2.862], [-8.723, -14.429, -0.536], [-10.169, -13.437, -0.772], [-7.749, -13.802, 0.803], [-9.167, -16.117, -0.243], [-8.124, -14.385, -1.445]], "lowdin_charge": [-0.131, -0.645, 0.599, -0.635, 0.645, -0.124, -0.029, -0.115, 0.019, -0.009, -0.206, -0.038, -0.123, -0.047, -0.143, -0.164, -0.009, 0.035, -0.038, -0.232, 0.745, -0.177, -0.461, -0.259, 0.014, -0.053, -0.262, 0.935, -0.373, -0.345, 0.018, -0.180, 0.074, -0.188, 0.129, -0.381, 0.547, -0.026, -0.229, 0.021, 0.086, 0.085, 0.086, 0.085, 0.090, -0.015, -0.059, 0.101, 0.072, 0.131, -0.010, 0.027, 0.062, -0.006, 0.048, 0.108, -1.486, 0.589, 0.507, 0.534, 0.022, -1.517, 0.494, 0.496, 0.502, -0.116, -1.484, 0.558, 0.520, 0.536, 0.023, -1.462, 0.493, 0.517, 0.673, 0.021, -1.519, 0.498, 0.498, 0.523, 0.017, -1.527, 0.498, 0.522, 0.507, 0.016, -1.476, 0.521, 0.595, 0.550, 0.010, -1.505, 0.515, 0.443, 0.523, 0.020, -1.518, 0.522, 0.525, 0.515, 0.017, -1.532, 0.486, 0.513, 0.509, 0.015, -1.499, 0.520, 0.516, 0.646, 0.017, -1.519, 0.516, 0.513, 0.522, 0.017, -1.558, 0.526, 0.504, 0.493, -0.048, -1.518, 0.514, 0.548, 0.525, 0.018], "orbital_gap_ha": 0.235, "lumo_ha": -0.06634, "e_tot_ev": -756840.991, "homo_energy_ev": -8.20, "e_above_lowest_kcal_mol": 271.0}

Entry 2:
{"formula": "C39H30F5OP2S3W", "method": "the ωB97M-V functional and the def2-TZVPD basis", "species": ["W", "S", "P", "C", "P", "S", "C", "C", "C", "C", "C", "C", "C", "C", "C", "C", "C", "C", "C", "C", "C", "C", "C", "C", "C", "C", "C", "C", "C", "C", "H", "H", "H", "H", "H", "H", "H", "H", "H", "H", "H", "H", "H", "H", "H", "H", "H", "H", "H", "H", "O", "S", "C", "C", "C", "C", "C", "C", "C", "C", "C", "C", "C", "C", "H", "H", "H", "H", "H", "H", "H", "H", "H", "H", "F", "C", "F", "C", "F", "F", "F"], "coordinates": [[0.184, -0.846, 0.464], [1.191, 0.932, 1.787], [2.284, 1.014, 0.025], [1.904, -0.479, -0.724], [2.646, -1.973, -0.363], [1.212, -2.976, 0.773], [2.978, -2.971, -1.815], [3.708, -4.153, -1.698], [3.912, -4.940, -2.818], [3.388, -4.551, -4.045], [2.662, -3.375, -4.160], [2.454, -2.579, -3.043], [4.170, -1.924, 0.600], [4.156, -2.093, 1.981], [5.345, -2.021, 2.694], [6.537, -1.771, 2.031], [6.549, -1.590, 0.654], [5.369, -1.669, -0.066], [1.742, 2.413, -0.971], [1.172, 2.220, -2.224], [0.774, 3.321, -2.972], [0.928, 4.602, -2.462], [1.497, 4.794, -1.206], [1.914, 3.701, -0.465], [4.019, 1.379, 0.365], [4.545, 1.380, 1.650], [5.881, 1.705, 1.841], [6.683, 2.022, 0.755], [6.158, 2.013, -0.531], [4.825, 1.695, -0.729], [4.114, -4.452, -0.739], [4.479, -5.857, -2.736], [3.550, -5.171, -4.918], [2.259, -3.076, -5.118], [1.896, -1.654, -3.110], [3.224, -2.294, 2.492], [5.337, -2.167, 3.766], [7.464, -1.720, 2.588], [7.480, -1.395, 0.138], [5.380, -1.545, -1.142], [1.047, 1.216, -2.603], [0.344, 3.175, -3.955], [0.618, 5.459, -3.047], [1.631, 5.794, -0.817], [2.379, 3.848, 0.504], [3.916, 1.126, 2.494], [6.293, 1.709, 2.842], [7.723, 2.281, 0.910], [6.784, 2.263, -1.378], [4.406, 1.702, -1.730], [-2.766, 0.215, 1.425], [-2.090, 1.679, 1.289], [-3.024, 2.418, -0.003], [-4.413, 2.467, 0.001], [-5.051, 3.065, -1.067], [-4.303, 3.617, -2.106], [-2.918, 3.561, -2.092], [-2.263, 2.945, -1.037], [-2.707, 2.423, 2.768], [-3.867, 1.996, 3.401], [-4.272, 2.654, 4.549], [-3.528, 3.720, 5.043], [-2.365, 4.126, 4.405], [-1.938, 3.467, 3.262], [-4.981, 2.037, 0.816], [-6.131, 3.109, -1.096], [-4.813, 4.090, -2.934], [-2.345, 3.981, -2.907], [-1.183, 2.849, -1.023], [-4.423, 1.150, 3.020], [-5.167, 2.333, 5.063], [-3.854, 4.229, 5.940], [-1.781, 4.944, 4.804], [-1.017, 3.751, 2.765], [-1.548, -1.479, 2.387], [-1.930, -0.897, 1.158], [-0.671, 0.551, -0.685], [-2.840, -1.897, 0.461], [-3.414, -1.326, -0.599], [-3.798, -2.407, 1.239], [-2.087, -2.924, 0.021]], "mulliken_spin": [1.943, 0.011, 0.008, -0.046, 0.035, 0.017, 0.004, 0.002, 0.000, 0.001, 0.002, 0.003, 0.005, -0.006, -0.001, 0.000, 0.000, -0.002, 0.002, 0.001, -0.004, 0.002, -0.001, 0.012, 0.016, -0.006, 0.000, 0.000, 0.000, -0.001, 0.000, 0.000, 0.000, 0.000, -0.006, -0.009, 0.000, 0.000, 0.000, 0.000, 0.004, 0.000, 0.000, 0.000, 0.001, 0.001, 0.000, 0.000, 0.000, 0.001, 0.014, -0.004, -0.015, -0.001, 0.000, 0.000, 0.002, 0.005, -0.003, 0.000, 0.000, 0.000, 0.002, 0.003, 0.000, 0.000, 0.000, 0.000, -0.003, 0.000, 0.000, 0.000, 0.000, 0.001, 0.007, -0.002, 0.043, -0.040, 0.000, 0.001, 0.003], "orbital_gap_ha": [0.250, 0.290], "lumo_ha": [-0.10856, -0.11062], "e_tot_ev": -109468.531, "homo_energy_ev": [-9.76, -10.91], "e_above_lowest_kcal_mol": 26.5, "total_charge": 1, "spin_multiplicity": 3, "s2": 2.0164}